The following is a DFT calculation (ωB97M-V/def2-TZVPD) of a 2-piece molecular cluster, C3H9NS2 overall at a distorted geometry.

Each atom is followed by the atoms it is bonded to, with distances in Å.
Cartesian coordinates (Å):
1 H 0.631 1.482 1.103  C15 1.093
2 H 0.465 -3.107 1.069  N12 1.025
3 H 1.090 3.129 1.016  C15 1.094
4 C -0.458 -1.377 0.344  H11 1.127, N12 1.444, C14 1.385
5 H -1.029 -0.637 -1.630  C14 1.102
6 H -0.719 -3.331 0.014  N12 1.022
7 H 1.707 0.115 -0.986  S9 1.355
8 S 0.389 2.364 -1.167  S9 2.076, C15 1.803
9 S 1.969 1.171 -1.794  H7 1.355, S8 2.076
10 H -0.693 2.667 0.934  C15 1.106
11 H 0.481 -0.831 0.642  C4 1.127
12 N -0.456 -2.744 0.808  H2 1.025, C4 1.444, H6 1.022
13 H -2.397 -0.517 -0.405  C14 1.130
14 C -1.321 -0.811 -0.581  C4 1.385, H5 1.102, H13 1.130
15 C 0.343 2.427 0.634  H1 1.093, H3 1.094, S8 1.803, H10 1.106

As for the expectation value of S²: 0.76. The spin multiplicity is 2. As for the net charge: -1. The value obtained for the energy is -26414.0669 eV. The energy relative to the best compared isomer or geometry (same formula, charge and spin) is 3.6809 eV.